No. 1
{
  "formula": "C40H55BF3N4O7",
  "method": "the ωB97M-V functional and the def2-TZVPD basis",
  "symbols": ["C", "C", "C", "C", "C", "N", "C", "C", "C", "C", "C", "C", "C", "C", "O", "C", "C", "C", "C", "C", "C", "C", "C", "C", "C", "N", "B", "O", "C", "C", "C", "C", "O", "C", "F", "F", "F", "H", "H", "H", "H", "H", "H", "H", "H", "H", "H", "H", "H", "H", "H", "H", "H", "H", "H", "H", "H", "H", "H", "H", "H", "H", "H", "H", "H", "H", "H", "H", "H", "H", "H", "H", "H", "H", "H", "H", "H", "H", "H", "H", "H", "H", "C", "C", "C", "C", "C", "C", "N", "O", "O", "H", "H", "H", "H", "H", "C", "C", "C", "C", "C", "C", "N", "O", "O", "H", "H", "H", "H", "H"],
  "coordinates": [[4.700, -3.907, 2.039], [4.901, -2.385, 1.553], [3.637, -1.794, 0.719], [4.220, -0.648, -0.246], [3.369, -0.412, -1.598], [2.166, 0.456, -1.430], [0.795, 0.073, -1.716], [0.135, -1.274, -2.259], [0.791, -2.632, -1.715], [-0.291, -3.812, -2.039], [-1.506, -3.864, -0.988], [-1.214, -5.123, 0.012], [-2.610, -5.820, 0.394], [-3.392, -4.847, 1.402], [-2.579, -4.619, 2.578], [-2.877, -3.349, 3.210], [-0.073, 1.325, -1.428], [-1.654, 1.382, -1.598], [-2.375, 1.263, -0.157], [-3.943, 1.229, -0.006], [-4.644, 1.156, 1.401], [-3.814, 1.113, 2.710], [-4.425, 1.082, 4.198], [-2.266, 1.098, 2.589], [-1.566, 1.172, 1.182], [0.823, 2.408, -0.987], [0.329, 3.800, -0.660], [0.217, 4.724, -1.774], [-0.111, 4.357, 0.792], [0.945, 5.454, 1.388], [2.161, 1.852, -0.997], [3.482, 2.713, -0.617], [3.355, 3.415, 0.644], [3.792, 2.638, 1.740], [5.171, 2.274, 1.632], [2.953, 1.523, 2.011], [3.718, 3.460, 2.910], [3.588, -4.173, 2.074], [5.216, -4.099, 3.054], [5.211, -4.611, 1.278], [5.876, -2.371, 0.926], [5.145, -1.754, 2.489], [3.029, -2.605, 0.196], [2.988, -1.251, 1.511], [5.275, -0.973, -0.591], [4.362, 0.294, 0.380], [3.170, -1.414, -2.100], [4.078, 0.163, -2.314], [0.044, -1.228, -3.411], [-0.960, -1.270, -1.880], [1.689, -2.874, -2.408], [1.085, -2.621, -0.614], [-0.701, -3.661, -3.114], [0.300, -4.794, -2.076], [-2.542, -3.949, -1.506], [-1.446, -2.901, -0.347], [-0.648, -4.684, 0.909], [-0.561, -5.933, -0.471], [-2.482, -6.871, 0.824], [-3.236, -5.908, -0.571], [-4.378, -5.331, 1.728], [-3.642, -3.888, 0.822], [-1.884, -2.787, 3.412], [-3.513, -2.642, 2.566], [-3.414, -3.547, 4.212], [-2.055, 0.497, -2.222], [-2.027, 2.328, -2.152], [-4.637, 1.272, -0.925], [-5.782, 1.137, 1.437], [-5.434, 1.619, 4.262], [-4.448, 0.019, 4.624], [-3.685, 1.672, 4.856], [-1.618, 1.066, 3.532], [-0.413, 1.171, 1.223], [0.549, 4.297, -2.601], [-0.230, 3.522, 1.559], [-1.092, 4.953, 0.624], [1.882, 5.510, 0.737], [0.494, 6.494, 1.512], [1.278, 5.114, 2.434], [3.554, 3.532, -1.432], [4.431, 2.085, -0.726], [-7.313, -6.967, -4.794], [-5.995, -7.182, -5.186], [-4.954, -6.572, -4.494], [-5.247, -5.750, -3.406], [-6.565, -5.525, -3.014], [-7.599, -6.137, -3.714], [-4.154, -5.126, -2.659], [-3.011, -5.332, -3.044], [-4.450, -4.434, -1.685], [-8.123, -7.450, -5.334], [-5.778, -7.829, -6.029], [-3.932, -6.748, -4.809], [-6.801, -4.883, -2.172], [-8.629, -5.971, -3.415], [4.397, 6.858, 1.340], [3.772, 7.665, 0.393], [4.092, 9.016, 0.309], [5.044, 9.548, 1.176], [5.668, 8.747, 2.131], [5.340, 7.397, 2.211], [5.403, 10.965, 1.074], [4.821, 11.641, 0.237], [6.265, 11.389, 1.829], [4.149, 5.803, 1.399], [3.037, 7.239, -0.282], [3.598, 9.634, -0.434], [6.407, 9.155, 2.813], [5.822, 6.764, 2.948]],
  "atomic_forces_ev_per_a": [[0.4, -0.1, -0.4], [0.5, -0.6, 0.3], [1.1, 1.1, 1.2], [-0.1, -0.9, -0.3], [2.5, 0.7, 0.0], [-3.5, 2.7, 0.6], [-1.9, 4.1, 0.9], [0.0, 0.4, 0.9], [-0.7, -0.7, -2.1], [0.2, 0.4, -0.3], [1.1, -0.4, 0.2], [-0.8, 0.1, -0.3], [0.1, 0.8, 0.4], [-0.4, -1.1, -0.8], [-0.9, 1.5, -0.9], [0.3, 0.5, 0.7], [2.7, -2.6, -0.8], [-0.4, 0.0, 1.0], [-1.7, -0.2, 3.8], [1.6, 0.0, 2.8], [3.8, 0.0, -0.5], [1.8, -0.1, -2.5], [0.9, 0.5, -0.6], [-2.0, 0.3, -3.5], [-3.1, 0.0, 0.6], [2.0, -5.2, -1.4], [-0.7, 3.2, -0.8], [0.9, -3.0, 1.5], [0.0, 0.6, 0.0], [0.4, -0.4, 0.3], [-1.0, -1.0, -0.1], [-0.9, -0.2, -2.3], [1.1, -2.6, 1.2], [0.3, 1.3, 2.3], [-3.8, 0.3, 0.0], [2.4, 2.4, -1.1], [0.1, -2.1, -3.3], [1.6, 0.3, 0.2], [-1.0, 0.3, -1.6], [-1.0, 1.0, 1.2], [-1.7, 0.1, 0.8], [-0.7, -0.7, -1.6], [1.1, 1.1, 0.6], [0.6, -1.1, -1.4], [-1.7, 0.5, 0.4], [-0.3, -1.3, -1.1], [-0.4, 1.6, 0.8], [-1.3, -0.9, 1.0], [0.5, -0.2, 1.8], [1.9, 0.2, -0.5], [-1.2, 0.4, 1.5], [-0.5, 0.2, -1.5], [0.8, -0.1, 1.7], [-1.0, 1.3, 0.2], [2.5, 0.4, 1.3], [-0.3, -1.4, -1.0], [-1.0, -1.1, -1.1], [-0.8, 1.4, 0.5], [-0.1, 1.5, -0.4], [1.1, 0.0, 1.8], [1.2, 0.7, -0.5], [0.5, -1.2, 1.0], [-1.5, -1.0, -0.2], [0.8, -1.2, 0.8], [0.8, 0.4, -1.5], [1.1, 1.4, 0.9], [0.9, -1.4, 1.0], [1.4, -0.1, 1.6], [1.8, 0.1, 0.0], [1.4, -1.0, -0.2], [-0.2, 1.5, -0.8], [-1.2, -0.9, -1.0], [-1.1, 0.0, -1.6], [-2.1, 0.0, -0.4], [-0.4, 0.6, 0.7], [-0.2, 1.2, -1.1], [1.4, -1.4, 0.4], [-1.4, 0.1, 1.0], [0.6, -1.5, -0.4], [-0.4, 0.5, -1.6], [-0.1, -1.2, 1.5], [-1.5, 0.8, 0.5], [0.0, 0.0, 0.0], [-0.1, 0.2, 0.2], [0.1, 0.0, 0.0], [-0.6, -0.4, -0.4], [-0.1, 0.1, 0.1], [0.2, -0.1, -0.1], [-0.1, 0.2, 0.0], [-0.7, 0.0, 0.1], [-0.1, -0.4, -0.9], [0.1, 0.1, 0.1], [0.0, 0.1, 0.1], [-0.1, 0.1, 0.2], [0.2, -0.1, -0.1], [0.2, 0.0, 0.0], [0.0, 0.0, 0.0], [0.2, 0.1, 0.2], [0.0, 0.0, -0.1], [-0.2, -0.9, 0.1], [0.1, 0.0, 0.0], [-0.1, 0.1, -0.2], [0.2, 0.8, -0.1], [0.3, -0.5, 0.4], [-0.5, -0.3, -0.4], [0.0, 0.1, 0.0], [0.1, 0.1, 0.0], [0.2, 0.1, 0.2], [-0.1, 0.1, -0.2], [0.0, 0.1, -0.1]],
  "charge": 1,
  "e_lumo_ev": -3.22,
  "homo_lumo_gap_ev": 7.722,
  "homo_ev": -10.9
}

No. 2
{
  "formula": "C23H20I2IrN2S",
  "method": "the ωB97M-V functional and the def2-TZVPD basis",
  "symbols": ["Ir", "I", "C", "I", "H", "H", "C", "C", "C", "C", "C", "C", "C", "C", "C", "S", "C", "N", "H", "H", "H", "H", "H", "H", "H", "H", "N", "C", "C", "C", "C", "C", "C", "C", "C", "C", "C", "C", "C", "H", "H", "H", "H", "H", "H", "H", "H", "H", "H"],
  "coordinates": [[0.060, -1.122, -0.082], [-1.602, -4.276, 0.035], [0.415, -4.852, -0.464], [1.919, -3.268, -0.452], [0.412, -5.286, -1.458], [0.732, -5.580, 0.273], [3.137, 0.255, -0.488], [2.339, 0.616, -1.693], [2.848, 1.526, -2.635], [2.102, 1.862, -3.733], [0.839, 1.264, -3.923], [0.021, 1.535, -5.038], [-1.184, 0.893, -5.191], [-1.615, -0.028, -4.242], [-0.844, -0.306, -3.124], [-1.413, -1.489, -2.003], [0.408, 0.337, -2.937], [1.153, 0.052, -1.844], [3.664, 1.126, -0.108], [3.878, -0.505, -0.743], [2.480, -0.137, 0.297], [3.825, 1.953, -2.467], [2.467, 2.560, -4.470], [0.356, 2.254, -5.772], [-1.801, 1.088, -6.052], [-2.561, -0.534, -4.362], [-0.095, -1.892, 2.219], [0.039, -0.941, 3.276], [0.808, -1.244, 4.391], [0.844, -0.386, 5.475], [0.088, 0.776, 5.452], [-0.649, 1.097, 4.328], [-0.679, 0.258, 3.213], [-1.412, 0.707, 2.018], [-2.650, 1.330, 2.207], [-3.250, 2.052, 1.196], [-2.605, 2.185, -0.027], [-1.433, 1.491, -0.256], [-0.858, 0.665, 0.717], [0.501, -2.695, 2.412], [-1.064, -2.209, 2.180], [1.366, -2.169, 4.420], [1.438, -0.634, 6.341], [0.085, 1.437, 6.305], [-1.208, 2.020, 4.296], [-3.137, 1.243, 3.167], [-4.188, 2.556, 1.371], [-3.017, 2.812, -0.804], [-0.958, 1.603, -1.221]],
  "atomic_forces_ev_per_a": [[0.6, 3.0, -0.8], [0.7, -0.4, -0.1], [-0.1, 0.1, 0.2], [-1.0, -0.6, -0.2], [0.0, 0.2, 0.0], [0.0, 0.1, 0.0], [-0.1, -0.1, 0.2], [-0.2, -0.2, 0.3], [-0.2, 0.1, -0.4], [0.1, -0.2, 0.3], [0.0, -0.2, 0.3], [-0.2, -0.1, -0.1], [0.5, 0.3, -0.2], [0.3, -0.2, 0.8], [0.1, 0.4, -0.4], [0.9, -0.3, 2.1], [-0.9, 0.1, -1.1], [-0.8, -0.7, 1.9], [0.1, 0.0, 0.1], [0.1, 0.0, 0.0], [0.2, 0.1, -0.1], [0.1, 0.0, 0.0], [0.1, 0.1, 0.0], [0.1, 0.0, 0.0], [-0.1, 0.1, -0.1], [-0.1, 0.0, 0.0], [-0.2, 0.1, -1.5], [-0.1, 0.8, 0.6], [0.0, -0.1, -0.2], [-0.1, 0.1, 0.0], [0.1, -0.1, 0.1], [0.0, -0.2, -0.1], [0.2, -0.5, 0.2], [-0.1, -0.2, -0.4], [0.3, 0.1, 0.0], [0.0, 0.1, -0.3], [0.0, 0.2, 0.3], [0.3, -0.1, 0.1], [-0.4, -1.6, -1.2], [-0.2, 0.0, -0.3], [0.2, -0.2, 0.0], [0.1, -0.2, 0.0], [0.1, 0.0, 0.0], [0.0, 0.1, 0.0], [0.0, 0.1, 0.0], [0.0, 0.1, 0.1], [-0.1, -0.1, 0.0], [-0.1, 0.0, -0.1], [-0.1, -0.2, -0.1]],
  "charge": 1,
  "relative_energy_kj_mol": 247.43,
  "e_lumo_ev": [-4.54, -4.50],
  "homo_lumo_gap_ev": [5.843, 5.877],
  "homo_ev": [-10.4, -10.4]
}

No. 3
{
  "formula": "C3H6Si",
  "method": "the ωB97M-V functional and the def2-TZVPD basis",
  "symbols": ["C", "C", "Si", "C", "H", "H", "H", "H", "H", "H"],
  "coordinates": [[0.980, -0.595, 0.626], [0.655, 0.289, -0.563], [-1.145, 0.962, -0.150], [-0.341, -0.788, -0.035], [1.697, -1.299, 0.565], [0.982, -0.084, 1.522], [1.414, 0.439, -1.320], [-1.887, 1.649, 0.886], [-1.885, 0.824, -1.401], [-0.580, -1.649, -0.670]],
  "atomic_forces_ev_per_a": [[-2.8, 2.4, -0.8], [-1.1, 1.0, 1.5], [2.5, -3.0, -1.2], [-0.3, 0.7, -1.4], [2.3, -2.3, -0.7], [0.0, 0.6, 2.1], [-0.6, -0.3, -0.6], [0.2, 0.4, 0.6], [-0.3, 0.5, -0.2], [0.0, 0.1, 0.6]],
  "charge": 0,
  "relative_energy_kj_mol": 124.18,
  "smiles": "C1[C@@H]2[SiH2][C@H]12",
  "e_lumo_ev": 0.90,
  "homo_lumo_gap_ev": 10.026,
  "homo_ev": -9.1
}